{"formula": "C5H8NO", "method": "wB97M-V/def2-TZVPD", "elements": ["C", "C", "C", "C", "C", "N", "O", "H", "H", "H", "H", "H", "H", "H", "H"], "coordinates": [[1.159, -0.616, 0.095], [-0.553, -0.522, 0.114], [0.245, -1.768, 0.054], [2.341, 0.184, 0.195], [-1.706, 1.500, -0.232], [-1.681, 0.042, -0.062], [-2.699, -0.590, -0.226], [-0.011, -2.483, -0.793], [0.358, -2.658, 0.714], [2.204, 0.971, -0.497], [3.245, -0.403, 0.208], [2.506, 0.760, 1.173], [-2.009, 1.850, -1.318], [-0.857, 1.965, 0.157], [-2.541, 1.769, 0.419]], "atomic_forces_ev_per_a": [[-7.12, 0.83, 0.33], [8.83, -1.85, 1.04], [-0.68, -2.21, -0.76], [0.54, -0.40, 2.29], [-3.09, 0.83, -1.49], [0.70, 1.95, -1.35], [-2.02, -1.15, 0.05], [0.85, 1.29, -0.47], [-0.13, 1.06, 1.06], [0.45, 0.91, -1.18], [0.39, -0.17, -0.90], [-1.10, -0.74, -0.82], [0.87, -1.15, 2.13], [1.56, 0.46, 0.25], [-0.05, 0.34, -0.19]], "smiles": "CC1=C([N+](C)=O)C1", "de_lowest_ev": 7.589, "charge": 1}

=====

{"formula": "C17H37BNO17P", "method": "wB97M-V/def2-TZVPD", "elements": ["C", "C", "O", "C", "O", "C", "O", "B", "C", "O", "P", "N", "O", "H", "H", "H", "H", "H", "H", "H", "H", "H", "H", "H", "H", "H", "C", "O", "C", "O", "O", "C", "H", "H", "H", "H", "H", "H", "C", "O", "C", "O", "O", "C", "H", "H", "H", "H", "H", "H", "C", "O", "C", "O", "O", "C", "H", "H", "H", "H", "H", "H", "C", "O", "C", "O", "O", "C", "H", "H", "H", "H", "H", "H"], "coordinates": [[6.565, 2.258, 1.774], [5.641, 1.533, 0.786], [4.288, 1.484, 1.238], [4.061, 0.593, 2.308], [3.139, 1.157, 3.228], [1.776, 0.966, 3.072], [1.179, 0.398, 3.934], [1.008, 1.637, 1.802], [-0.537, 1.484, 1.722], [1.729, 2.359, 0.892], [3.391, -1.090, 1.725], [4.087, -1.338, 0.185], [4.441, -2.007, 2.616], [5.984, 2.655, 2.609], [7.079, 3.090, 1.290], [7.330, 1.596, 2.186], [6.021, 0.528, 0.571], [5.601, 2.064, -0.166], [4.974, 0.457, 2.900], [-0.830, 0.444, 1.895], [-1.019, 2.075, 2.510], [-0.916, 1.837, 0.760], [2.427, 1.870, 0.438], [5.098, -1.437, 0.232], [3.882, -0.574, -0.458], [3.958, -2.736, 3.024], [1.207, 2.278, -2.567], [1.002, 1.274, -3.568], [1.907, 0.297, -3.516], [2.813, 0.220, -2.721], [1.644, -0.581, -4.479], [2.548, -1.693, -4.528], [0.413, 3.007, -2.689], [1.152, 1.833, -1.577], [2.178, 2.753, -2.698], [2.516, -2.253, -3.596], [3.565, -1.350, -4.710], [2.205, -2.309, -5.353], [-6.515, 2.493, 2.390], [-6.604, 1.121, 1.979], [-5.491, 0.645, 1.417], [-4.468, 1.256, 1.253], [-5.709, -0.623, 1.067], [-4.585, -1.263, 0.451], [-7.483, 2.729, 2.822], [-5.730, 2.617, 3.132], [-6.319, 3.135, 1.533], [-3.736, -1.281, 1.132], [-4.305, -0.743, -0.464], [-4.913, -2.273, 0.227], [-8.985, 1.949, -0.453], [-8.391, 3.204, -0.807], [-9.011, 3.850, -1.794], [-9.990, 3.468, -2.382], [-8.362, 4.993, -2.020], [-8.925, 5.792, -3.067], [-8.374, 1.550, 0.350], [-10.009, 2.092, -0.111], [-8.978, 1.266, -1.301], [-9.948, 6.072, -2.825], [-8.912, 5.249, -4.010], [-8.295, 6.674, -3.129], [5.931, -4.498, 0.891], [5.417, -5.771, 1.305], [5.049, -6.567, 0.300], [5.128, -6.306, -0.872], [4.579, -7.703, 0.817], [4.145, -8.657, -0.159], [6.185, -3.973, 1.807], [6.817, -4.628, 0.272], [5.172, -3.945, 0.340], [4.972, -8.943, -0.807], [3.338, -8.247, -0.762], [3.796, -9.514, 0.408]], "atomic_forces_ev_per_a": [[0.07, -0.06, 0.04], [0.23, 0.18, 0.02], [-0.06, -0.29, -0.18], [-0.08, 0.10, 0.24], [0.58, -0.19, 0.02], [-0.14, -0.12, -0.53], [-0.21, 0.00, 0.51], [0.21, 0.09, 0.00], [0.01, 0.38, -0.03], [-0.93, -0.51, -0.62], [0.05, 0.06, -0.20], [0.33, 0.32, 0.24], [-0.36, -0.05, 0.00], [0.03, 0.03, -0.12], [-0.07, -0.04, 0.06], [-0.08, 0.03, -0.02], [-0.11, 0.06, 0.06], [-0.07, -0.04, 0.08], [0.01, -0.04, -0.17], [0.00, 0.09, 0.02], [-0.01, -0.14, -0.03], [-0.07, -0.10, 0.10], [0.71, 0.46, 0.60], [-0.03, -0.03, -0.03], [-0.23, -0.24, -0.18], [0.15, 0.03, 0.02], [-0.08, 0.11, 0.14], [0.22, -0.11, -0.01], [-0.13, -0.03, -0.03], [0.01, -0.01, 0.02], [0.05, 0.08, 0.07], [0.00, -0.06, -0.02], [-0.03, -0.06, -0.08], [-0.02, 0.07, 0.02], [0.00, -0.01, 0.00], [0.01, 0.02, 0.01], [0.00, 0.01, 0.01], [0.00, 0.01, 0.01], [-0.04, 0.02, 0.01], [0.05, 0.01, -0.01], [0.03, 0.00, -0.01], [-0.04, -0.02, 0.01], [0.00, 0.05, 0.00], [-0.01, -0.04, -0.01], [0.00, -0.01, 0.00], [0.02, 0.00, -0.02], [0.02, -0.01, 0.00], [0.00, 0.02, -0.01], [0.01, 0.01, 0.01], [-0.01, 0.01, 0.00], [0.00, -0.09, 0.07], [0.00, 0.02, 0.00], [-0.03, -0.01, -0.02], [0.06, 0.02, 0.03], [-0.02, -0.04, 0.01], [0.02, 0.03, -0.01], [0.00, 0.01, -0.01], [-0.01, 0.02, -0.05], [-0.03, 0.04, -0.03], [0.00, -0.02, -0.01], [-0.02, -0.01, 0.01], [0.00, -0.01, 0.01], [0.03, 0.03, 0.01], [-0.02, -0.02, -0.02], [0.01, 0.00, -0.01], [0.00, -0.01, 0.06], [0.01, 0.04, -0.02], [-0.01, -0.04, 0.02], [-0.02, -0.02, 0.00], [-0.03, -0.03, -0.03], [0.02, -0.02, -0.01], [0.00, 0.02, -0.01], [0.02, 0.01, -0.01], [0.00, 0.01, 0.00]], "smiles": "CCO[C@@H](OC(=O)B(C)O)P(N)O.COC(=O)OC.COC(=O)OC.COC(=O)OC.COC(=O)OC", "charge": 0}

=====

{"formula": "C11H21N5O3", "method": "wB97M-V/def2-TZVPD", "elements": ["C", "C", "C", "C", "C", "C", "C", "C", "C", "C", "C", "H", "H", "H", "H", "H", "H", "H", "H", "H", "H", "H", "H", "H", "H", "H", "H", "H", "H", "H", "H", "H", "N", "N", "N", "N", "N", "O", "O", "O"], "coordinates": [[2.390, 0.397, -0.200], [2.459, -0.194, 1.177], [3.796, 0.857, -0.626], [3.676, 2.396, -0.600], [2.271, 2.719, -0.863], [0.487, -1.800, 0.673], [1.268, -2.546, -0.419], [-0.674, -0.960, 0.106], [-1.790, -1.837, -0.339], [-3.027, -1.028, -0.758], [-4.574, 0.691, 0.221], [0.522, 1.537, -0.297], [1.927, -0.234, -0.899], [4.663, 0.650, 0.066], [3.911, 0.474, -1.672], [4.368, 3.131, -1.182], [3.929, 2.658, 0.475], [2.130, 3.717, -0.459], [2.019, 2.588, -1.882], [1.202, -1.052, 2.561], [0.110, -2.614, 1.298], [-0.943, -0.208, 0.880], [-0.268, -0.322, -0.714], [-1.562, -2.513, -1.197], [-2.165, -2.437, 0.447], [-2.750, -0.232, -1.510], [-3.815, -1.693, -1.240], [-3.305, -0.342, 1.282], [-5.018, 0.437, -1.582], [-4.920, 1.068, 2.264], [-5.040, 2.373, 1.256], [2.700, -2.665, 0.873], [1.553, 1.643, -0.134], [1.357, -0.970, 1.536], [-3.790, -0.433, 0.402], [-5.149, 1.089, -0.831], [-4.590, 1.497, 1.392], [3.369, -0.037, 1.998], [0.887, -2.766, -1.533], [2.388, -3.041, 0.030]], "atomic_forces_ev_per_a": [[0.63, 2.10, 1.05], [0.13, -0.90, 1.80], [0.77, 0.66, -1.36], [2.58, 1.29, 1.02], [-1.03, -0.85, 1.31], [-0.13, 1.64, -0.17], [-0.93, 0.52, 0.35], [1.40, 0.52, 0.14], [-1.86, 0.54, -1.67], [-1.91, 0.21, -0.50], [0.38, 0.42, 0.89], [1.79, 0.08, -0.05], [-0.21, -1.35, -0.97], [-1.26, -0.69, -0.95], [0.55, 0.28, 0.89], [-0.86, -1.94, 0.48], [-0.55, -0.07, -1.03], [-0.89, 0.11, -0.19], [-0.11, 0.65, -1.49], [0.48, -0.10, -1.27], [-0.16, 0.14, 0.12], [-0.21, -0.70, -0.25], [-0.37, -0.66, 0.19], [0.27, 0.64, 0.73], [0.01, -0.98, 1.11], [-0.31, -0.59, 0.80], [1.30, 0.59, 0.20], [0.44, -0.23, -0.22], [0.18, -0.24, -0.50], [0.28, 0.01, -0.75], [-0.51, 0.49, -0.33], [-0.47, -0.03, -0.19], [-0.55, 0.19, 0.75], [-0.05, -0.59, 1.11], [0.83, -0.25, -0.43], [-0.37, 0.34, -0.01], [0.15, -0.82, 0.48], [-1.35, 0.26, -1.34], [-0.19, 0.18, 0.01], [2.13, -0.85, 0.24]], "smiles": "[H]/N=C(/N)NCCC[C@H](NC(=O)[C@@H]1CCCN1)C(=O)O", "de_lowest_ev": 2.190, "charge": 0}

=====

{"formula": "C23H26NO6PS3V", "method": "wB97M-V/def2-TZVPD", "elements": ["V", "C", "C", "C", "C", "C", "C", "C", "C", "S", "C", "N", "C", "C", "C", "C", "C", "C", "C", "C", "H", "H", "H", "H", "H", "H", "H", "H", "H", "H", "H", "H", "H", "H", "H", "H", "C", "C", "O", "P", "S", "S", "O", "C", "C", "H", "H", "H", "H", "H", "H", "H", "H", "H", "H", "O", "C", "O", "C", "O", "O"], "coordinates": [[0.448, 0.711, -1.986], [-1.253, -1.090, 2.952], [-0.012, -1.897, 3.340], [0.542, -1.321, 4.652], [-0.441, -3.356, 3.564], [1.063, -1.852, 2.254], [2.279, -2.517, 2.456], [3.267, -2.534, 1.475], [3.036, -1.875, 0.283], [4.068, -1.757, -1.133], [2.822, -0.782, -1.929], [1.729, -0.571, -1.153], [1.832, -1.177, 0.062], [0.850, -1.183, 1.060], [2.836, -0.275, -3.251], [3.886, -0.388, -4.178], [3.732, 0.150, -5.445], [2.546, 0.790, -5.795], [1.508, 0.908, -4.862], [1.620, 0.399, -3.576], [-1.989, -1.144, 3.760], [-1.719, -1.474, 2.043], [-1.008, -0.039, 2.788], [-0.231, -1.336, 5.427], [0.862, -0.288, 4.503], [1.398, -1.894, 5.011], [-1.234, -3.411, 4.317], [0.397, -3.968, 3.903], [-0.818, -3.780, 2.632], [2.470, -3.039, 3.386], [4.198, -3.062, 1.643], [-0.077, -0.666, 0.852], [4.808, -0.889, -3.895], [4.540, 0.080, -6.166], [2.429, 1.208, -6.791], [0.598, 1.427, -5.149], [-5.252, 0.429, 1.079], [-4.578, -0.484, 0.067], [-3.183, -0.246, 0.026], [-2.401, 0.583, -1.192], [-1.441, -0.833, -2.224], [-3.698, 1.854, -1.939], [-1.251, 1.209, -0.209], [-1.500, 2.461, 0.447], [-0.299, 2.791, 1.313], [-6.329, 0.244, 1.101], [-5.079, 1.462, 0.778], [-4.831, 0.269, 2.075], [-5.027, -0.330, -0.916], [-4.706, -1.536, 0.345], [-2.404, 2.359, 1.055], [-1.672, 3.236, -0.302], [-0.200, 2.062, 2.122], [-0.411, 3.792, 1.731], [0.611, 2.759, 0.716], [1.685, 4.456, -1.582], [1.136, 3.396, -1.828], [1.545, 2.217, -1.507], [-0.246, 3.324, -2.576], [-0.838, 4.323, -2.933], [-0.612, 2.094, -2.698]], "atomic_forces_ev_per_a": [[0.00, -0.78, 0.66], [0.04, -0.07, 0.02], [-0.10, 0.00, 0.08], [-0.02, -0.03, -0.08], [0.00, 0.09, -0.01], [0.07, -0.03, 0.06], [0.10, -0.05, 0.03], [-0.13, 0.05, 0.00], [-0.04, 0.07, -0.07], [-0.12, 0.11, -0.02], [0.76, -0.24, -0.15], [0.00, -0.31, 0.54], [0.19, -0.34, 0.19], [-0.05, 0.10, -0.19], [-0.16, 0.03, -0.01], [0.02, -0.09, 0.13], [0.01, -0.01, -0.02], [-0.06, 0.04, -0.09], [0.14, -0.10, -0.02], [0.51, -0.26, -1.00], [-0.01, 0.00, 0.01], [-0.01, 0.07, -0.01], [-0.04, -0.02, -0.03], [0.01, 0.00, 0.01], [0.01, 0.00, 0.02], [0.02, 0.01, 0.01], [0.01, 0.01, 0.00], [0.01, -0.03, -0.01], [0.00, -0.02, 0.01], [-0.04, 0.00, 0.01], [0.00, -0.01, 0.01], [0.04, -0.01, 0.02], [0.02, 0.03, -0.06], [0.01, -0.02, 0.01], [0.03, 0.00, 0.01], [0.01, 0.02, 0.01], [0.16, -0.06, -0.14], [-0.03, -0.01, -0.03], [0.25, 0.20, -0.11], [-1.55, -0.61, 0.98], [-0.40, 0.04, -0.08], [0.37, -0.25, 0.06], [0.07, -0.13, -0.45], [0.16, 0.23, 0.22], [-0.05, -0.27, -0.14], [0.01, -0.02, 0.06], [-0.03, 0.04, 0.03], [-0.04, 0.02, 0.01], [0.05, 0.02, -0.04], [-0.01, 0.02, -0.01], [-0.04, -0.01, -0.08], [-0.02, -0.07, -0.05], [0.01, 0.07, 0.03], [-0.01, 0.00, 0.04], [0.03, 0.06, 0.01], [-0.03, -0.16, 0.02], [-0.10, 0.46, -0.10], [0.59, 0.72, 0.58], [0.38, 0.52, 0.12], [-0.02, -0.18, -0.07], [-1.01, 1.17, -0.92]], "multiplicity": 4, "s_squared": 3.7779, "de_lowest_ev": 0.854, "charge": -2}

=====

{"formula": "C10H20O6PS", "method": "wB97M-V/def2-TZVPD", "elements": ["C", "C", "P", "S", "C", "C", "H", "H", "H", "H", "H", "H", "H", "H", "H", "H", "H", "H", "C", "C", "O", "C", "O", "O", "H", "H", "H", "H", "C", "C", "O", "C", "O", "O", "H", "H", "H", "H"], "coordinates": [[2.226, -1.507, 0.907], [1.642, -1.469, -0.498], [-0.042, -0.807, -0.809], [-0.036, 1.120, 0.251], [-1.082, -1.666, 0.427], [-2.470, -1.052, 0.614], [2.162, -0.543, 1.409], [1.716, -2.232, 1.540], [3.280, -1.782, 0.866], [1.538, -2.491, -0.891], [2.299, -0.959, -1.207], [0.900, 1.730, -0.493], [0.661, 1.012, 1.402], [-0.566, -1.773, 1.381], [-1.152, -2.665, -0.024], [-2.433, -0.213, 1.309], [-3.147, -1.791, 1.039], [-2.905, -0.708, -0.328], [-0.752, 0.227, -5.558], [-1.766, 0.497, -4.456], [-2.997, 0.500, -5.171], [-2.842, -0.219, -6.317], [-3.720, -0.537, -7.040], [-1.529, -0.505, -6.504], [0.093, -0.384, -5.253], [-0.397, 1.147, -6.026], [-1.791, -0.306, -3.715], [-1.644, 1.458, -3.962], [1.837, 2.514, 4.532], [1.839, 1.461, 5.632], [0.805, 0.550, 5.187], [0.647, 0.688, 3.882], [0.002, -0.022, 3.156], [1.327, 1.758, 3.411], [2.815, 2.906, 4.277], [1.139, 3.325, 4.735], [2.774, 0.905, 5.682], [1.567, 1.834, 6.614]], "atomic_forces_ev_per_a": [[-0.06, -0.04, 0.09], [-0.07, -0.01, -0.15], [0.06, -0.20, 0.19], [-0.25, 0.44, -0.14], [0.02, -0.19, -0.06], [0.01, -0.03, -0.03], [0.06, 0.08, 0.00], [-0.01, 0.00, -0.02], [-0.04, -0.03, -0.02], [0.06, 0.04, -0.03], [0.03, 0.01, 0.06], [0.10, 0.04, 0.08], [0.11, -0.16, -0.01], [-0.01, 0.00, -0.04], [-0.09, 0.01, 0.10], [0.00, 0.01, -0.03], [0.01, 0.02, 0.01], [0.03, -0.03, 0.03], [-0.04, 0.03, 0.01], [0.04, -0.04, -0.05], [-0.06, -0.03, 0.04], [0.05, 0.10, 0.02], [-0.04, -0.04, -0.02], [0.01, -0.03, -0.04], [-0.01, -0.01, 0.02], [0.02, -0.01, 0.00], [0.02, 0.01, 0.02], [0.01, 0.01, -0.03], [-0.16, -0.10, 0.08], [0.00, -0.01, -0.05], [0.03, -0.04, 0.05], [-0.04, -0.01, -0.24], [0.13, 0.11, 0.15], [0.06, 0.03, -0.01], [0.03, -0.04, 0.02], [0.04, 0.03, 0.00], [0.01, 0.01, 0.03], [-0.02, 0.02, -0.01]], "charge": 1}

=====

For reference, E by record: -324.76008 -2370.07822 -931.23811 -3878.42939 -1583.77249 a.u..